[1]
{
  "formula": "C2H2FeO3",
  "method": "ωB97M-V/def2-TZVPD",
  "species": ["H", "O", "O", "C", "C", "Fe", "O", "H"],
  "coordinates": [[-0.312, 0.352, 1.514], [-1.417, -0.755, -0.626], [-0.317, -1.389, 0.044], [-1.040, 0.428, -0.111], [0.142, -0.122, 0.503], [2.095, 0.429, 0.015], [-1.530, 1.506, -0.582], [-1.906, 2.094, 0.093]],
  "energy_ha": -1565.81691,
  "s_squared": 6.008,
  "spin_multiplicity": 5,
  "total_charge": 2,
  "homo_lumo_gap_ev": [8.68, 7.50]
}

[2]
{
  "formula": "C3H6N2O",
  "method": "ωB97M-V/def2-TZVPD",
  "species": ["N", "C", "C", "O", "C", "N", "H", "H", "H", "H", "H", "H"],
  "coordinates": [[-1.682, -0.635, 0.325], [-0.702, -0.067, -0.576], [0.543, 0.568, 0.109], [0.905, -0.058, 1.315], [1.665, 0.588, -0.862], [2.509, 0.553, -1.653], [-1.300, -1.443, 0.805], [-1.964, 0.025, 1.045], [-0.372, -0.850, -1.269], [-1.176, 0.706, -1.190], [0.317, 1.603, 0.385], [0.933, -1.015, 1.180]],
  "energy_ha": -302.63566,
  "de_lowest_kj_mol": 150.80,
  "spin_multiplicity": 1,
  "smiles": "N#C[C@H](O)CN",
  "homo_lumo_gap_ev": 10.60
}

[3]
{
  "formula": "C3H11NOS2",
  "method": "ωB97M-V/def2-TZVPD",
  "species": ["S", "S", "C", "C", "N", "C", "H", "H", "H", "H", "H", "H", "H", "H", "H", "H", "H", "O"],
  "coordinates": [[3.060, -1.097, -0.445], [1.772, -0.623, 1.059], [0.394, -1.532, 0.504], [-0.752, -0.783, -0.013], [-1.346, 0.016, 1.015], [-2.583, 0.771, 0.588], [4.260, -1.318, 0.228], [0.101, -2.166, 1.371], [0.894, -2.269, -0.149], [-0.342, -0.161, -0.840], [-1.508, -1.365, -0.615], [-0.596, 0.623, 1.320], [-3.001, 1.415, 1.468], [-2.243, 1.289, -0.354], [-3.356, 0.009, 0.366], [1.310, 2.982, -2.013], [1.995, 1.854, -1.339], [1.941, 2.357, -2.150]],
  "energy_ha": -1047.21624,
  "de_lowest_kj_mol": 134.21,
  "spin_multiplicity": 1,
  "smiles": "CNCCSS.O",
  "homo_lumo_gap_ev": 9.10
}

[4]
{
  "formula": "C25H37FHfN8O2SSe",
  "method": "ωB97M-V/def2-TZVPD",
  "species": ["Hf", "C", "C", "N", "N", "C", "N", "S", "C", "C", "C", "C", "C", "N", "H", "H", "H", "H", "H", "H", "H", "H", "H", "C", "O", "C", "O", "N", "N", "H", "H", "H", "H", "H", "H", "F", "C", "C", "C", "C", "N", "C", "Se", "N", "C", "C", "C", "C", "C", "C", "C", "C", "C", "C", "H", "H", "H", "H", "H", "H", "H", "H", "H", "H", "H", "H", "H", "H", "H", "H", "H", "H", "H", "H", "H", "H"],
  "coordinates": [[-0.142, -1.903, 1.699], [-2.293, -0.002, 5.141], [-1.545, -0.249, 3.880], [-1.838, -1.153, 3.008], [-2.903, -1.962, 3.255], [-3.131, -2.824, 2.295], [-4.125, -3.693, 2.473], [-2.252, -2.941, 0.768], [-0.358, 0.572, 3.548], [0.049, 1.648, 4.319], [1.149, 2.389, 3.909], [1.829, 2.027, 2.759], [1.402, 0.911, 2.064], [0.334, 0.201, 2.444], [-3.210, -0.580, 5.156], [-2.529, 1.056, 5.249], [-1.676, -0.293, 5.995], [-4.660, -3.658, 3.326], [-4.362, -4.368, 1.766], [-0.488, 1.913, 5.216], [1.471, 3.242, 4.492], [2.690, 2.582, 2.414], [1.925, 0.548, 1.189], [4.686, -2.245, 2.624], [3.965, -3.297, 1.932], [2.710, -3.095, 1.669], [2.093, -2.046, 1.926], [2.111, -4.129, 1.049], [0.729, -4.024, 0.838], [5.669, -2.663, 2.809], [4.181, -2.009, 3.557], [4.752, -1.370, 1.982], [2.582, -5.018, 0.944], [0.228, -4.652, 1.470], [0.502, -4.265, -0.126], [0.047, -3.108, 3.204], [2.661, -1.127, -4.044], [2.058, 0.265, -4.177], [2.758, 1.318, -3.326], [2.526, 1.164, -1.828], [1.125, 1.402, -1.462], [0.201, 0.486, -1.125], [0.574, -1.355, -0.927], [-0.990, 1.087, -0.995], [-2.281, 0.435, -0.767], [-2.817, -0.245, -2.017], [-3.041, 0.701, -3.193], [-3.613, -0.027, -4.401], [-0.835, 2.446, -1.256], [-1.748, 3.497, -1.258], [-1.249, 4.749, -1.552], [0.110, 4.955, -1.826], [1.015, 3.913, -1.829], [0.508, 2.647, -1.548], [2.219, -1.815, -4.763], [2.512, -1.555, -3.050], [3.736, -1.099, -4.236], [0.988, 0.249, -3.942], [2.117, 0.580, -5.221], [2.449, 2.318, -3.636], [3.837, 1.270, -3.494], [3.129, 1.871, -1.254], [2.772, 0.157, -1.494], [-2.955, 1.216, -0.417], [-2.168, -0.282, 0.046], [-3.758, -0.728, -1.741], [-2.137, -1.051, -2.309], [-2.097, 1.182, -3.469], [-3.715, 1.508, -2.889], [-2.946, -0.827, -4.727], [-3.757, 0.649, -5.242], [-4.578, -0.477, -4.166], [-2.798, 3.351, -1.049], [-1.922, 5.594, -1.573], [0.455, 5.955, -2.045], [2.061, 4.082, -2.039]],
  "energy_ha": -4510.66185,
  "de_lowest_kj_mol": 0.00,
  "spin_multiplicity": 1,
  "total_charge": 2,
  "homo_lumo_gap_ev": 7.32
}

Repeat the first record exactly.
{
  "formula": "C2H2FeO3",
  "method": "ωB97M-V/def2-TZVPD",
  "species": ["H", "O", "O", "C", "C", "Fe", "O", "H"],
  "coordinates": [[-0.312, 0.352, 1.514], [-1.417, -0.755, -0.626], [-0.317, -1.389, 0.044], [-1.040, 0.428, -0.111], [0.142, -0.122, 0.503], [2.095, 0.429, 0.015], [-1.530, 1.506, -0.582], [-1.906, 2.094, 0.093]],
  "energy_ha": -1565.81691,
  "s_squared": 6.008,
  "spin_multiplicity": 5,
  "total_charge": 2,
  "homo_lumo_gap_ev": [8.68, 7.50]
}

- Number 4 is which compound?
  C25H37FHfN8O2SSe

What did the second record say?
{
  "formula": "C3H6N2O",
  "method": "ωB97M-V/def2-TZVPD",
  "species": ["N", "C", "C", "O", "C", "N", "H", "H", "H", "H", "H", "H"],
  "coordinates": [[-1.682, -0.635, 0.325], [-0.702, -0.067, -0.576], [0.543, 0.568, 0.109], [0.905, -0.058, 1.315], [1.665, 0.588, -0.862], [2.509, 0.553, -1.653], [-1.300, -1.443, 0.805], [-1.964, 0.025, 1.045], [-0.372, -0.850, -1.269], [-1.176, 0.706, -1.190], [0.317, 1.603, 0.385], [0.933, -1.015, 1.180]],
  "energy_ha": -302.63566,
  "de_lowest_kj_mol": 150.80,
  "spin_multiplicity": 1,
  "smiles": "N#C[C@H](O)CN",
  "homo_lumo_gap_ev": 10.60
}